Entry 1:
Entry from OMol25: a 11-piece molecular cluster, C39H82F12N13O24S12 overall at a distorted geometry (ωB97M-V with the def2-TZVPD basis set).

Geometry as XYZ:
```
182
Properties=species:S:1:pos:R:3:forces:R:3:mulliken_charge:R:1
C -5.360 1.996 -1.197 0.047 1.667 -1.054 -0.555
C -6.656 1.403 -1.781 -1.035 0.268 1.805 -0.199
C -7.720 2.526 -1.541 0.048 0.857 -0.570 -1.282
C -7.600 3.519 -2.683 -0.918 0.752 -0.572 0.064
N -8.714 4.620 -2.741 0.056 -1.160 -0.149 0.198
C -8.220 5.710 -3.676 0.851 0.801 0.835 -0.780
C -8.338 5.165 -5.097 -0.960 0.958 0.664 -0.348
C -9.598 4.239 -4.994 1.701 -1.132 0.331 -0.642
C -9.953 4.126 -3.533 0.375 1.659 1.784 -0.455
C -8.983 5.140 -1.343 0.103 1.493 -1.819 -1.111
H -5.472 2.443 -0.208 -0.244 -0.957 0.423 0.395
H -5.227 2.948 -1.727 0.346 -0.101 -0.390 0.021
H -4.383 1.536 -1.310 -0.407 -0.673 0.002 -0.336
H -7.019 0.555 -1.199 0.337 -0.207 -0.051 0.171
H -6.692 1.102 -2.825 0.608 0.108 -0.041 0.375
H -7.548 3.051 -0.600 0.187 -0.302 0.158 0.463
H -8.776 2.239 -1.538 0.115 -0.717 0.054 0.424
H -7.757 2.957 -3.602 0.522 0.231 -0.173 -0.132
H -6.722 4.159 -2.729 0.489 -0.737 0.059 0.411
H -8.710 6.682 -3.564 -1.107 -0.517 0.246 0.431
H -7.250 6.010 -3.272 0.473 -0.572 -0.638 0.464
H -8.585 5.973 -5.784 0.406 0.125 0.020 0.413
H -7.397 4.703 -5.386 -0.302 -0.444 -0.192 0.036
H -10.509 4.510 -5.519 0.383 0.047 -0.510 0.428
H -9.162 3.283 -5.286 -0.884 -0.262 -0.502 0.277
H -10.610 4.934 -3.203 -0.765 -0.361 -0.455 0.501
H -10.340 3.166 -3.201 0.305 -0.025 0.156 0.323
H -9.680 5.961 -1.524 -0.660 -0.407 0.471 0.474
H -8.106 5.719 -1.051 0.372 -0.698 0.323 0.441
H -9.286 4.389 -0.626 -0.056 -0.006 -0.190 0.339
C 2.060 0.508 -4.355 -1.136 -0.093 1.275 -1.360
C 2.229 -0.464 -3.154 0.391 -0.117 -1.912 0.066
C 3.704 -0.791 -2.820 -1.369 -0.175 0.751 -0.299
C 4.362 0.275 -1.954 1.278 -0.454 -0.683 -0.738
N 5.688 -0.216 -1.350 -0.317 -0.796 0.987 0.825
C 5.419 -1.151 -0.163 1.146 0.769 0.101 -0.452
C 6.678 -1.021 0.686 0.147 0.017 -0.605 0.483
C 7.158 0.432 0.470 -0.213 -0.135 0.765 -1.025
C 6.439 0.982 -0.760 -0.279 -1.534 -0.342 -0.527
C 6.554 -0.928 -2.367 -0.587 0.809 -0.805 -1.054
H 2.758 1.342 -4.285 -0.276 0.271 -0.230 0.294
H 1.016 0.778 -4.180 0.154 0.945 -0.462 0.228
H 1.988 0.095 -5.360 0.733 -0.474 0.167 0.394
H 1.683 -1.344 -3.503 0.353 -0.416 0.389 0.516
H 1.636 -0.120 -2.304 0.404 0.234 0.265 -0.351
H 4.268 -0.960 -3.734 -0.075 -0.028 -0.031 0.707
H 3.620 -1.730 -2.264 0.564 -0.098 0.069 -0.059
H 3.754 0.611 -1.115 -0.046 -0.075 -0.016 0.113
H 4.720 1.135 -2.523 -0.568 0.142 -0.228 0.674
H 5.181 -2.153 -0.517 -0.228 0.029 0.166 0.454
H 4.682 -0.681 0.486 -0.676 -0.155 -0.686 -0.395
H 7.476 -1.699 0.392 -0.243 -0.328 0.226 0.607
H 6.364 -1.173 1.716 0.463 -0.300 0.037 -0.701
H 8.245 0.429 0.471 -0.036 0.396 -0.317 0.396
H 6.812 1.017 1.323 0.328 0.175 0.011 0.396
H 7.040 1.306 -1.606 0.099 0.675 0.377 0.442
H 5.662 1.669 -0.435 0.186 0.331 -0.384 0.304
H 6.566 -0.266 -3.235 -0.097 -0.092 -0.118 0.440
H 6.093 -1.866 -2.662 0.059 -0.055 0.256 0.273
H 7.606 -1.056 -2.118 -0.246 -0.048 0.839 0.385
C 10.041 -2.367 6.167 -0.758 -0.034 -0.154 -1.395
C 8.867 -1.586 5.522 1.123 0.367 0.574 -0.261
C 7.539 -2.223 5.792 -1.060 -0.466 0.503 -0.536
C 6.454 -1.844 4.774 0.856 -1.921 -1.120 -0.696
N 5.206 -2.704 4.894 -0.531 0.156 1.790 1.052
C 5.520 -4.211 4.850 0.700 1.549 -0.529 -0.630
C 4.288 -4.904 4.326 -0.514 -0.619 -0.518 -1.385
C 3.385 -3.830 3.650 1.172 0.985 -0.020 0.744
C 4.260 -2.539 3.740 -0.277 0.033 0.458 -0.109
C 4.523 -2.341 6.186 -0.692 0.446 -0.110 -1.213
H 9.982 -2.349 7.256 -0.048 0.069 0.014 0.312
H 11.010 -1.967 5.875 -0.033 -0.019 -0.080 0.407
H 9.957 -3.411 5.860 0.298 -0.040 -0.025 0.376
H 9.025 -1.578 4.441 0.068 0.298 -0.017 0.294
H 8.906 -0.578 5.939 -0.105 0.211 -0.455 0.298
H 7.136 -2.060 6.794 0.451 0.338 0.147 0.291
H 7.745 -3.296 5.770 -0.429 -0.090 -0.319 0.253
H 6.856 -2.182 3.813 0.016 0.219 -0.179 0.148
H 6.265 -0.780 4.649 -0.526 -0.027 0.559 0.491
H 5.890 -4.475 5.836 -0.074 -0.318 -0.116 0.484
H 6.323 -4.178 4.111 0.108 -0.843 0.055 0.520
H 3.752 -5.437 5.109 -0.117 0.316 0.131 0.447
H 4.585 -5.694 3.636 0.088 0.161 -0.159 0.411
H 2.408 -3.823 4.130 0.086 0.581 0.138 -0.115
H 3.238 -3.846 2.570 -0.123 -1.135 0.011 -0.226
H 3.706 -1.607 3.845 -0.023 -0.036 0.248 0.487
H 4.935 -2.465 2.886 -0.256 -0.261 -0.255 -0.796
H 5.136 -2.459 7.076 0.436 -0.051 -0.371 0.349
H 3.612 -2.905 6.381 -0.027 -0.114 -0.552 0.424
H 4.232 -1.300 6.052 -0.115 -0.011 0.368 0.457
C 2.107 -1.011 1.204 -0.440 0.372 1.148 2.047
C 0.816 -1.852 1.193 0.937 0.064 -1.282 -0.700
N -0.205 -1.046 0.549 -2.411 0.070 -1.156 0.655
C -1.085 -0.179 1.151 -0.062 0.696 -0.522 -1.106
C -2.004 0.213 0.198 0.526 -0.455 1.045 -0.981
N -1.741 -0.494 -0.956 1.003 -0.454 1.081 1.012
C -0.655 -1.244 -0.725 0.401 -0.257 1.398 -0.498
C -2.461 -0.441 -2.227 1.190 0.219 -1.083 0.344
H 2.815 -1.293 1.983 0.140 -0.622 -0.434 -1.318
H 1.884 0.010 1.532 -0.264 0.130 -0.317 -0.009
H 2.535 -0.990 0.205 0.136 -0.058 0.081 -0.296
H 0.461 -2.270 2.131 0.081 0.340 0.123 0.238
H 0.976 -2.658 0.475 0.039 -0.392 0.429 0.151
H -0.946 0.107 2.183 -0.245 0.045 0.004 0.918
H -2.819 0.907 0.332 -0.125 -0.139 -0.233 1.010
H -0.176 -2.026 -1.295 -0.461 0.253 -0.721 0.409
H -1.662 -0.606 -2.951 -0.325 -0.074 -0.299 0.041
H -2.789 0.582 -2.399 -0.496 -0.186 0.128 -0.247
H -3.194 -1.233 -2.367 -0.235 0.242 0.456 -0.077
C 0.052 2.975 -2.809 -0.590 -1.198 0.251 -1.315
C -0.619 3.431 -1.530 -1.335 0.061 0.007 0.597
N 0.293 3.395 -0.391 1.142 0.862 2.459 0.628
C 1.639 3.734 -0.349 0.005 -0.676 -0.508 -0.519
C 2.087 3.639 0.939 -0.400 0.987 -1.217 -0.876
N 0.981 3.393 1.731 0.806 -0.294 -1.569 0.443
C -0.053 3.248 0.898 -0.771 -0.808 0.702 -0.281
C 1.080 3.241 3.173 0.079 0.654 0.720 -0.785
H 0.552 3.700 -3.444 0.010 0.118 0.229 0.337
H -0.695 2.424 -3.382 -0.200 0.598 -0.339 0.436
H 0.697 2.136 -2.531 0.543 0.334 -0.026 0.156
H -1.471 2.794 -1.279 0.389 -0.589 -0.012 -0.572
H -1.186 4.365 -1.516 0.741 0.476 -0.452 0.419
H 2.143 3.956 -1.275 0.175 0.029 0.165 0.532
H 3.065 3.931 1.281 -0.116 -0.225 0.371 0.550
H -1.015 2.940 1.283 -0.370 0.215 -0.209 0.310
H 1.586 4.131 3.552 -0.247 0.171 -0.060 0.386
H 1.741 2.426 3.461 -0.458 -0.418 -0.291 0.325
H 0.094 3.207 3.635 0.013 -0.250 -0.063 0.155
N -7.346 -3.179 -1.610 3.284 0.500 2.230 -0.350
S -6.725 -4.457 -2.252 -1.816 -5.519 -4.864 0.993
O -6.851 -5.757 -1.587 0.202 2.324 -0.199 -0.633
O -5.604 -4.319 -3.154 -0.018 0.558 1.516 -0.490
F -7.917 -4.573 -3.379 -0.047 0.008 0.519 -0.362
S -5.977 -2.847 -0.672 -1.501 2.740 1.737 0.995
O -5.001 -1.980 -1.293 -0.323 -1.216 0.352 -0.357
O -5.605 -3.892 0.267 -0.257 1.714 -1.381 -0.583
F -6.787 -1.695 0.182 0.414 -0.897 0.152 -0.346
N -3.047 2.916 2.208 -1.231 2.801 -2.807 0.001
S -3.073 3.320 3.693 0.956 -2.665 6.879 0.926
O -4.394 3.438 4.261 0.953 0.935 -0.721 -0.657
O -1.983 4.115 4.226 -0.762 0.129 -1.116 -0.655
F -2.625 1.893 4.292 0.039 -0.007 -0.709 -0.268
S -3.876 4.315 1.697 -1.129 0.324 -2.786 1.116
O -3.270 5.550 2.096 -0.039 -0.566 0.283 -0.654
O -5.313 4.220 1.683 1.448 -0.293 -0.069 -0.571
F -3.482 4.289 0.118 0.080 -0.710 0.747 -0.218
N 4.702 -6.181 0.766 -5.513 0.751 -2.083 -0.326
S 3.799 -5.279 -0.387 -1.689 -2.659 -1.160 1.106
O 4.449 -4.311 -1.242 -0.001 -0.153 1.373 -0.573
O 2.485 -5.009 0.117 1.074 0.287 0.169 -0.517
F 3.595 -6.487 -1.414 0.073 0.628 0.797 -0.281
S 5.974 -5.440 0.792 7.678 0.500 -0.623 1.023
O 5.968 -4.060 1.244 -0.174 -0.047 0.303 -0.366
O 6.892 -5.750 -0.304 -1.106 0.936 1.412 -0.725
F 6.641 -6.254 2.014 -0.254 0.495 0.094 -0.328
N -0.217 -1.761 4.506 -1.116 -3.759 1.173 0.014
S -0.727 -2.889 5.639 -1.738 -4.405 -0.253 0.948
O -1.884 -2.508 6.385 0.734 0.435 -0.505 -0.592
O 0.255 -3.714 6.336 -0.274 1.898 -1.005 -0.592
F -1.264 -3.970 4.594 0.093 0.841 -0.167 -0.281
S 0.445 -0.834 5.504 3.011 6.133 1.391 0.858
O 1.729 -1.224 6.092 -1.578 -0.056 -0.282 -0.526
O -0.438 0.056 6.220 0.929 -1.387 0.176 -0.613
F 0.991 0.193 4.382 0.403 0.339 -0.858 -0.200
N -0.644 -2.868 -3.398 -2.039 -2.141 0.807 -0.025
S -1.575 -4.205 -2.884 2.355 -2.382 4.133 0.798
O -1.701 -5.306 -3.782 -0.831 1.100 -0.357 -0.542
O -2.513 -3.954 -1.834 -0.061 0.999 -1.267 -0.434
F -0.362 -4.817 -1.968 0.183 0.613 -0.019 -0.335
S -1.168 -2.956 -4.862 0.984 2.056 -6.134 0.965
O -2.558 -2.759 -5.102 -0.400 0.127 1.042 -0.517
O -0.519 -3.854 -5.772 0.346 -0.147 0.828 -0.648
F -0.515 -1.543 -5.431 -0.056 -0.019 1.043 -0.364
N -3.789 3.167 -6.076 -1.862 -2.460 1.093 -0.599
S -4.779 1.902 -5.530 0.110 -2.497 -4.229 0.980
O -6.152 2.206 -5.206 1.015 0.441 0.721 -0.536
O -4.069 0.818 -4.917 -0.734 1.155 0.304 -0.385
F -4.948 1.399 -7.036 -0.150 -0.173 0.221 -0.339
S -3.654 3.859 -4.719 2.040 3.026 2.141 1.026
O -3.155 3.086 -3.597 -0.159 0.477 -0.509 -0.254
O -4.718 4.775 -4.411 0.062 0.228 0.228 -0.582
F -2.399 4.785 -5.125 -0.406 -0.023 0.334 -0.375
```
Forces are in eV/Å.

Calculated values
Charge ... -1
F_max ... 7.72 eV/Å
Gap between HOMO and LUMO ... 5.914 eV
Spin multiplicity ... 1
E_tot ... -10029.14409 a.u.
E_HOMO ... -6.075 eV



Entry 2:
Entry from OMol25: one molecule with the formula C22H29NO2 (ωB97M-V with the def2-TZVPD basis set).

Geometry as XYZ:
```
54
Properties=species:S:1:pos:R:3:forces:R:3:mulliken_charge:R:1
C -1.584 2.307 2.750 -0.108 -0.060 -0.281 -1.814
C -1.845 2.391 1.249 0.156 0.377 -0.001 0.083
C -1.294 3.743 0.713 -0.586 -0.200 -0.155 -0.832
O -0.221 4.289 1.444 0.312 0.035 0.195 -0.428
C 1.050 3.826 1.265 0.271 0.077 0.034 0.386
C 1.406 2.746 0.467 -0.255 0.091 -0.075 0.292
C 2.738 2.382 0.360 0.182 0.059 0.034 -0.689
C 3.722 3.076 1.038 0.150 -0.121 -0.045 -0.615
C 3.365 4.150 1.839 -0.017 0.021 0.014 -0.371
C 2.043 4.526 1.952 -0.224 -0.007 0.001 -0.627
N -1.286 1.293 0.458 -0.247 -0.173 0.083 1.070
C -2.047 1.074 -0.757 0.131 0.008 -0.229 -1.077
C -1.265 0.194 -1.729 -0.200 -0.087 0.191 -1.602
C -0.842 -1.153 -1.122 0.101 -0.013 -0.067 1.503
C -2.076 -2.075 -0.990 -0.018 0.357 -0.173 -1.257
O -1.916 -3.152 -0.105 0.093 -0.342 0.272 -0.599
C 0.195 -1.785 -2.085 -0.205 0.092 0.212 -1.344
C 0.650 -3.165 -1.707 0.109 0.002 -0.192 -0.158
C 0.065 -4.289 -2.287 0.037 0.047 -0.028 -0.036
C 0.470 -5.564 -1.932 -0.020 -0.116 0.017 -0.515
C 1.472 -5.737 -0.993 0.006 -0.097 0.006 -0.473
C 2.074 -4.629 -0.423 0.063 -0.008 0.064 -0.852
C 1.670 -3.355 -0.780 -0.003 -0.037 -0.024 0.110
C -0.212 -0.882 0.248 -0.313 -0.070 0.089 -0.712
C -1.072 0.024 1.128 0.257 -0.113 -0.023 -1.384
H -1.956 3.217 3.214 0.001 0.042 0.080 0.445
H -2.100 1.458 3.191 -0.010 -0.069 0.067 0.442
H -0.520 2.232 2.959 0.085 0.003 0.075 0.339
H -2.942 2.416 1.106 0.110 0.019 -0.006 0.381
H -2.078 4.502 0.802 0.071 -0.086 -0.059 0.341
H -1.025 3.644 -0.344 -0.018 0.019 0.040 0.521
H 0.645 2.173 -0.039 -0.043 -0.014 -0.001 0.148
H 3.006 1.540 -0.262 0.005 -0.069 -0.056 0.389
H 4.757 2.783 0.949 0.081 -0.024 -0.005 0.394
H 4.124 4.699 2.378 0.048 0.055 0.045 0.368
H 1.749 5.361 2.570 -0.036 0.105 0.064 0.417
H -2.241 2.037 -1.238 -0.051 -0.041 0.024 0.584
H -3.030 0.620 -0.532 0.001 0.104 0.017 0.294
H -0.365 0.736 -2.026 0.036 0.027 -0.088 0.388
H -1.869 0.027 -2.624 0.011 -0.018 -0.119 0.591
H -2.921 -1.511 -0.590 0.013 0.001 -0.119 0.586
H -2.359 -2.433 -1.991 -0.012 0.104 0.015 0.348
H -1.207 -3.720 -0.433 -0.100 0.007 0.053 0.360
H 1.064 -1.124 -2.128 -0.001 0.057 -0.053 0.500
H -0.250 -1.817 -3.083 0.027 0.036 -0.040 0.476
H -0.710 -4.164 -3.030 -0.078 0.046 -0.069 0.303
H 0.006 -6.423 -2.394 -0.039 -0.071 -0.033 0.390
H 1.790 -6.731 -0.716 0.027 -0.082 0.025 0.395
H 2.867 -4.756 0.299 0.064 -0.012 0.062 0.385
H 2.158 -2.497 -0.342 0.038 0.114 0.052 0.424
H -0.054 -1.824 0.775 0.088 0.028 -0.017 0.433
H 0.753 -0.394 0.104 0.117 0.033 0.004 0.355
H -0.527 0.195 2.055 -0.095 -0.039 0.025 0.634
H -2.022 -0.482 1.368 -0.009 0.001 0.096 0.308
```
Forces are in eV/Å.

Calculated values
F_max ... 0.64 eV/Å
Gap between HOMO and LUMO ... 8.885 eV
Spin multiplicity ... 1
SMILES ... C[C@@H](COc1ccccc1)N1CCC(CO)(Cc2ccccc2)CC1
Energy relative to the best compared isomer or geometry (same formula, charge and spin) ... 35.1 kcal per mole
E_tot ... -1060.93988 a.u.
E_HOMO ... -8.172 eV



Entry 3:
Entry from OMol25: a 2-piece molecular cluster, C3H8O4P overall at a distorted geometry (ωB97M-V with the def2-TZVPD basis set).

Geometry as XYZ:
```
16
Properties=species:S:1:pos:R:3:forces:R:3:mulliken_charge:R:1
C 2.728 0.091 0.464 -3.537 0.384 -0.330 -0.775
C -2.779 -1.505 -0.342 -2.679 0.348 -1.826 -0.584
C 3.075 1.064 -0.553 3.074 0.302 2.607 0.147
O -2.215 1.411 -0.108 0.471 -0.885 -1.178 -0.484
O -0.040 0.745 0.846 0.664 -0.030 1.139 -0.592
O 4.006 1.867 -0.460 -0.920 -0.447 -0.484 -0.569
O -1.881 -1.027 0.559 0.763 0.713 1.499 -0.302
P -0.956 0.234 -0.214 -0.969 0.435 -0.890 -0.020
H 3.206 0.006 1.380 1.522 0.322 1.416 0.337
H 1.591 0.455 0.696 1.655 -0.401 -0.096 0.206
H 2.419 -0.889 0.149 0.124 -0.521 -0.775 0.309
H -3.000 -0.651 -1.057 0.260 -1.402 -0.164 0.247
H -3.868 -1.782 -0.079 1.480 0.485 0.980 0.220
H -2.403 -2.421 -0.779 0.128 -0.146 -0.817 0.231
H 2.403 1.064 -1.336 -1.503 0.281 -2.349 0.338
H -2.286 1.337 0.834 -0.533 0.561 1.268 0.291
```
Forces are in eV/Å.

Calculated values
Charge ... -1
F_max ... 4.04 eV/Å
Gap between HOMO and LUMO ... 8.242 eV
Spin multiplicity ... 1
Energy relative to the best compared isomer or geometry (same formula, charge and spin) ... 58.2 kcal per mole
E_tot ... -761.48435 a.u.
E_HOMO ... -4.262 eV